The following is a DFT calculation (ωB97M-V with the def2-TZVPD basis set) of a molecular structure, C17H15Cl3O6Pd.

Kohn-Sham gap in eV: 7.53
E_LUMO in eV: -0.63

The geometry in XYZ format:
```
42
Properties=species:S:1:pos:R:3:lowdin_charge:R:1
C -2.06 -1.89 -0.93 -0.21
H 2.20 3.77 4.37 0.09
H 3.19 0.03 -3.50 0.09
C 2.73 2.83 4.25 -0.03
H 3.41 2.70 5.09 0.08
H -0.79 0.53 2.22 0.11
H 2.51 0.65 5.88 0.11
C -1.88 -1.20 -4.66 -0.57
C 1.77 1.68 4.16 -0.19
H -4.30 -2.51 -2.00 0.11
O -1.04 -1.63 -0.33 0.00
Cl -5.60 -2.63 -4.54 0.66
H -0.72 -1.28 3.86 0.11
H -3.41 -1.61 -6.08 0.11
O 0.86 2.71 2.26 -0.02
C -1.43 -1.20 -3.32 -0.35
H 2.99 -0.97 -1.38 0.11
O -0.22 -0.77 -3.10 -0.23
C 1.79 0.64 5.07 -0.06
C -3.12 -1.63 -5.04 -0.12
H -1.09 2.63 1.55 0.15
C 2.79 -0.98 -3.36 -0.08
O 1.32 1.06 0.10 -0.06
H -2.92 -2.31 -0.38 0.12
C -3.62 -2.13 -2.75 -0.07
Pd 0.61 -0.01 -1.48 1.10
C 0.82 1.64 3.13 -0.22
H 3.32 2.91 3.33 0.09
C -2.34 -1.71 -2.36 -0.12
C -0.06 2.72 1.21 -0.10
Cl 0.95 -1.71 6.13 0.65
C -0.03 -0.45 3.94 -0.09
H 3.56 -1.73 -3.56 0.09
H 0.05 3.69 0.72 0.15
O -0.70 1.35 -0.66 -0.05
H 1.94 -1.12 -4.02 0.07
C 0.20 1.66 0.17 -0.60
C 0.90 -0.42 4.96 -0.67
O 2.29 -1.15 -2.02 -0.20
C -0.07 0.58 3.02 0.00
C -4.01 -2.10 -4.07 -0.67
Cl -0.79 -0.63 -5.88 0.71
```


The following is a DFT calculation (ωB97M-V with the def2-TZVPD basis set) of a molecular structure, C17H15ClGaN2O7.

Kohn-Sham gap in eV: 9.07
Net charge: +1
E_LUMO in eV: -3.00

The geometry in XYZ format:
```
43
Properties=species:S:1:pos:R:3:lowdin_charge:R:1
Cl 3.65 -0.56 2.47 0.83
H 3.74 -5.09 -0.97 0.14
C -1.01 0.59 2.03 -0.03
O 0.08 -0.42 -0.32 -0.01
H 0.40 -3.23 0.82 0.16
H -3.54 0.90 -4.79 0.11
C -3.45 0.68 -2.66 -0.06
C 3.26 -2.95 -0.66 -0.05
H 0.30 1.52 -3.01 0.13
N 2.14 -2.36 -0.08 0.03
O 3.95 -0.46 1.00 -0.28
C -2.25 2.23 3.26 -0.06
C -1.76 2.59 0.93 -0.01
C -1.29 1.03 -1.65 -0.16
C -1.58 1.02 3.22 -0.06
H -2.86 3.96 2.14 0.12
H 1.49 -5.42 0.19 0.18
C -1.09 1.37 0.88 -0.16
C 0.87 1.82 -0.53 -0.48
C -0.41 0.97 -0.43 -0.26
C -2.65 0.74 -1.53 -0.02
O 1.97 1.23 -0.05 0.05
O 4.24 -1.71 3.04 -0.20
H -2.70 2.57 4.18 0.11
H -0.65 -1.02 -0.53 0.15
H -4.51 0.46 -2.56 0.11
C -2.91 0.93 -3.91 -0.06
C -0.75 1.27 -2.91 0.00
H -1.51 0.41 4.10 0.11
O 0.84 2.96 -0.88 0.19
Ga 1.97 -0.49 0.46 0.44
H -0.50 -0.37 2.02 0.09
C 1.34 -3.34 0.31 -0.10
N 1.89 -4.51 -0.01 0.11
H -3.09 0.58 -0.55 0.12
H -1.82 3.20 0.04 0.14
C 3.11 -4.29 -0.62 -0.02
H 4.08 -2.36 -1.05 0.13
C -2.34 3.01 2.11 -0.04
H -1.13 1.42 -5.01 0.11
O 2.12 -0.77 2.39 -0.27
C -1.56 1.22 -4.03 -0.05
O 3.91 0.65 3.12 -0.18
```


The following is a DFT calculation (ωB97M-V with the def2-TZVPD basis set) of a molecular structure, C17H15ErN3O2S3 in a non-equilibrium geometry.

Kohn-Sham gap (spin up / spin down) in eV: 7.22 / 7.25
Net charge: +1
Multiplicity: 4
E_LUMO (spin up / spin down) in eV: -3.06 / -3.03

The geometry in XYZ format:
```
41
Properties=species:S:1:pos:R:3:lowdin_charge:R:1
S 5.04 0.57 1.20 1.15
H -1.11 1.53 -3.21 0.09
H 3.24 -0.58 3.30 0.09
C -0.66 2.73 1.21 -0.15
O -1.38 -0.74 -1.14 -0.28
H -1.28 4.73 1.36 0.10
C -1.30 3.82 1.96 -0.01
C -4.55 -3.46 1.29 -0.07
C -4.14 -2.63 0.26 -0.02
H -5.55 -3.88 1.29 0.11
C 3.43 1.00 -0.68 -0.32
C 3.50 -0.16 1.22 -0.61
H -3.96 -4.37 3.14 0.11
C -0.33 1.17 -3.88 -0.05
H 3.76 -1.96 2.33 0.10
H -0.47 1.63 -4.85 0.08
C -2.86 -2.07 0.23 -0.14
H -0.75 3.98 2.89 0.10
H -1.71 -3.39 3.12 0.09
C 2.77 1.45 -1.92 -0.32
S -0.28 -1.76 1.52 0.55
H 2.09 -1.41 2.25 -0.02
H -4.81 -2.40 -0.55 0.12
O -3.49 -0.95 -1.77 0.11
Er 0.35 -0.23 -0.40 1.18
H -0.47 0.09 -3.98 0.10
C -2.40 -3.18 2.31 -0.14
C 1.02 1.48 -3.32 -0.62
H 4.24 2.74 -2.91 0.09
N -0.18 1.88 0.63 0.11
C 3.27 2.27 -2.87 -0.31
H -2.32 3.54 2.19 0.11
C -1.96 -2.34 1.28 -0.56
S 2.13 2.49 -4.12 1.16
N 2.75 0.15 0.19 -0.03
C 4.68 1.33 -0.28 -0.32
N 1.48 1.01 -2.19 -0.05
C -2.63 -1.21 -0.98 -0.52
C -3.67 -3.73 2.33 -0.07
H 5.40 1.96 -0.78 0.09
C 3.12 -1.08 2.34 -0.06
```


The following is a DFT calculation (ωB97M-V with the def2-TZVPD basis set) of a molecular structure, C17H15F21N5O21S7Zn2 in a non-equilibrium geometry.

Kohn-Sham gap (spin up / spin down) in eV: 8.14 / 3.80
Net charge: -2
Multiplicity: 2
E_LUMO (spin up / spin down) in eV: 3.15 / -1.16

The geometry in XYZ format:
```
88
Properties=species:S:1:pos:R:3:lowdin_charge:R:1
Zn 2.79 2.15 0.97 0.71
O 3.64 0.86 2.29 -0.36
O -0.81 0.92 -3.50 -0.33
C 1.81 -6.03 -0.20 -0.04
H -1.54 -4.99 1.10 0.08
C 1.12 4.06 3.09 -0.18
F 0.70 5.94 -2.78 0.15
C -1.63 -4.96 2.19 -0.07
F -1.05 -1.96 -4.79 0.18
C -3.84 -3.64 -1.45 -0.27
O 5.21 -0.70 1.58 -0.32
O -4.68 4.47 -0.78 -0.31
F -1.45 5.52 1.06 0.10
O -0.96 0.68 -0.55 -0.29
H -4.10 -1.87 -0.27 0.06
F 2.76 5.74 -2.01 0.14
N -3.93 -4.21 -2.40 0.13
F -6.77 0.14 -3.73 0.20
H 2.05 -6.74 -0.99 0.08
S 4.70 -0.04 2.75 0.54
S -0.09 0.58 -4.69 0.55
O 3.73 1.20 -0.48 -0.29
O 1.24 0.21 -1.53 -0.30
O -3.86 3.48 1.32 -0.33
S -3.53 4.02 0.00 0.60
F 4.87 -2.51 3.81 0.15
H -1.96 -1.15 5.50 0.08
H -0.65 4.43 3.83 0.09
F 0.01 -2.52 -0.61 0.14
H -4.10 -3.25 0.74 0.07
O -2.54 3.18 -0.77 -0.36
O 2.03 3.00 -0.75 -0.37
H 0.61 4.64 5.07 0.09
F -2.21 6.11 -0.93 0.08
C -2.56 5.72 0.33 -0.63
F -4.85 0.47 -4.66 0.19
C 3.15 -5.94 0.50 -0.27
H -0.77 -4.40 2.55 0.08
O 4.04 1.17 -2.85 -0.05
F 2.86 -1.88 3.38 0.14
N -1.72 -7.35 3.20 0.12
F 5.25 -1.89 -0.97 0.11
F 0.99 5.74 -0.59 0.08
N 1.74 3.46 2.33 0.22
C -1.66 -6.30 2.74 -0.30
F 3.73 -1.08 5.15 0.11
F -5.17 -1.28 -3.49 0.08
F -0.53 -1.77 1.39 0.07
H 1.59 -5.01 -0.51 0.07
O 5.80 0.60 3.51 -0.33
C 0.34 4.82 4.03 -0.03
C -5.49 0.05 -3.63 -0.75
H -0.20 -1.50 5.47 0.08
H 1.04 -6.42 0.47 0.07
C -1.06 -1.17 4.89 -0.05
O 2.19 3.16 -3.16 -0.28
F -3.27 6.67 0.84 0.16
F 1.46 -2.05 0.96 0.15
O -3.39 1.08 -2.11 -0.34
Zn -1.69 1.96 -2.01 0.66
H -2.62 -4.56 2.43 0.08
C 1.48 5.42 -1.84 -0.57
F 4.29 -1.71 -2.87 0.15
O -0.87 0.96 -5.86 -0.32
F 3.08 -1.67 -0.97 0.19
C -0.62 0.17 4.42 -0.25
C 0.06 -1.32 -4.64 -0.69
S 4.53 0.58 -1.58 0.73
C 0.37 -1.67 0.36 -0.59
O 6.02 0.76 -1.48 -0.17
O 1.11 1.07 0.69 -0.37
H -1.08 -1.77 3.98 0.06
C -3.67 -2.87 -0.19 -0.05
O -5.53 2.17 -2.25 -0.28
F 0.91 -1.72 -5.57 0.12
S 1.39 3.46 -1.96 0.64
N -0.32 1.18 3.97 0.17
O 0.00 2.98 -1.89 -0.31
F 0.61 -1.73 -3.48 0.10
C 4.17 -1.32 -1.58 -0.59
H 0.30 5.88 3.78 0.09
O 1.35 1.00 -4.82 -0.33
H -2.62 -2.71 0.04 0.05
N 4.16 -5.87 1.06 0.11
S 0.41 0.19 -0.31 0.66
S -4.87 0.91 -2.14 0.55
O -5.41 0.08 -1.05 -0.32
C 4.00 -1.52 3.90 -0.62
```


The following is a DFT calculation (ωB97M-V with the def2-TZVPD basis set) of a molecular structure, C17H15MgN2O5.

Kohn-Sham gap in eV: 8.49
Net charge: -1
E_LUMO in eV: 2.91

The geometry in XYZ format:
```
40
Properties=species:S:1:pos:R:3:lowdin_charge:R:1
O -3.09 -1.40 -0.05 -0.10
H 0.76 3.88 -1.97 0.10
N 2.35 1.65 -2.07 -0.27
H 0.91 -3.30 3.74 0.11
H -3.42 -3.10 3.64 0.11
H 0.70 1.43 -3.31 0.12
H -0.78 5.18 -0.52 0.09
C 0.03 3.37 -1.34 -0.07
O 2.32 -2.28 1.67 0.02
C -0.82 4.09 -0.52 -0.12
H 2.79 0.26 -0.51 0.08
C 1.21 -2.02 1.20 -0.61
C -3.49 -1.82 1.08 -0.61
C -0.01 -2.32 2.08 -0.15
H -2.41 3.97 0.92 0.09
C -2.44 -2.88 3.23 0.01
C -1.73 3.41 0.28 -0.12
O -0.25 -3.04 -2.97 0.09
C 0.96 1.24 -2.26 -0.20
C -1.26 -3.25 3.87 -0.05
N -1.15 -1.94 1.52 0.09
H 3.19 -0.10 -2.95 0.09
C -0.62 -3.12 -1.91 0.06
C -2.34 -2.22 2.02 -0.16
C 3.19 1.00 -3.05 -0.13
H 4.22 1.35 -2.94 0.08
C -0.03 -2.99 3.29 0.01
O 0.92 -1.52 0.07 -0.13
H 0.85 0.16 -2.09 0.10
H -2.51 1.53 0.88 0.08
H 2.17 1.84 0.01 0.09
C -0.91 1.26 -0.55 -0.12
H -1.31 -3.78 4.82 0.10
C 2.81 1.34 -0.72 -0.09
C -1.77 2.03 0.25 -0.15
C -0.01 1.97 -1.35 -0.28
Mg -1.09 -0.87 -0.28 0.68
H 3.83 1.71 -0.60 0.08
H 2.85 1.25 -4.06 0.07
O -4.63 -1.98 1.48 0.03
```